{"formula": "C14H28BN2O12S3", "method": "the ωB97M-V functional and the def2-TZVPD basis", "species": ["C", "C", "O", "C", "C", "N", "C", "S", "N", "B", "O", "O", "C", "C", "C", "C", "C", "O", "H", "H", "H", "H", "H", "H", "H", "H", "H", "H", "H", "H", "H", "H", "H", "H", "H", "H", "H", "H", "C", "C", "O", "S", "O", "O", "O", "H", "H", "H", "H", "C", "C", "O", "S", "O", "O", "O", "H", "H", "H", "H"], "coordinates": [[-1.558, 3.056, -3.324], [-1.898, 3.424, -1.872], [-0.728, 3.809, -1.144], [-2.584, 2.341, -1.081], [-1.716, 1.163, -0.846], [-0.645, 1.206, 0.036], [-0.059, 0.022, 0.090], [1.247, -0.233, 1.213], [-0.693, -0.822, -0.748], [-0.337, -2.262, -0.946], [-0.981, -2.992, -1.901], [0.686, -2.785, -0.230], [-1.745, -0.093, -1.354], [-2.713, -0.646, -2.343], [-4.144, -0.866, -1.780], [-5.232, -0.054, -2.482], [-6.358, 0.411, -1.544], [-7.634, 0.347, -2.153], [-1.982, 3.794, -3.994], [-0.488, 3.089, -3.479], [-1.931, 2.087, -3.630], [-2.572, 4.276, -1.900], [-0.474, 4.677, -1.466], [-2.846, 2.755, -0.110], [-3.497, 2.021, -1.560], [-0.303, 1.985, 0.579], [2.212, -0.838, 0.503], [-1.760, -3.445, -1.563], [0.454, -3.004, 0.687], [-2.789, 0.065, -3.155], [-2.353, -1.559, -2.787], [-4.175, -0.734, -0.703], [-4.392, -1.908, -1.951], [-5.703, -0.638, -3.264], [-4.821, 0.824, -2.978], [-6.375, -0.194, -0.647], [-6.174, 1.443, -1.233], [-7.582, 0.844, -2.973], [4.387, -3.784, 3.315], [3.779, -4.949, 4.069], [2.358, -4.754, 3.921], [2.054, -4.108, 2.504], [1.679, -5.120, 1.588], [1.223, -2.965, 2.693], [3.534, -3.631, 2.163], [4.352, -2.862, 3.897], [5.405, -3.975, 2.993], [4.040, -4.952, 5.123], [4.044, -5.907, 3.621], [4.674, 2.560, 1.054], [4.865, 3.462, 2.256], [5.302, 2.567, 3.287], [6.183, 1.388, 2.654], [7.555, 1.694, 2.787], [5.645, 0.152, 3.093], [5.756, 1.628, 1.126], [3.738, 2.002, 1.121], [4.714, 3.103, 0.113], [3.948, 3.956, 2.565], [5.642, 4.208, 2.081]], "forces_ev_per_a": [[-0.1, 0.3, 0.1], [0.1, 0.4, -0.7], [-0.1, -0.2, 0.2], [0.3, -0.2, 0.5], [0.1, -0.2, 0.0], [0.0, -0.6, 0.0], [0.8, -0.2, -0.2], [0.1, 0.5, 0.8], [-0.3, 0.4, -0.2], [0.4, -0.6, -0.2], [-0.3, 0.4, 0.2], [-0.5, 0.1, 0.2], [0.2, -0.1, 0.1], [-0.5, 0.2, 0.1], [0.2, -0.3, -0.5], [-0.3, 0.4, 0.4], [0.1, 0.3, -0.4], [0.1, -0.2, 0.2], [-0.1, 0.1, -0.2], [0.3, -0.2, 0.0], [0.0, -0.3, 0.0], [-0.2, 0.1, 0.1], [0.2, 0.1, 0.1], [-0.2, 0.1, 0.2], [-0.3, 0.0, -0.2], [-0.2, 0.3, -0.2], [-0.4, -0.1, -0.4], [0.0, -0.4, -0.2], [0.5, 0.1, 0.2], [0.1, 0.2, -0.2], [0.3, -0.1, 0.0], [0.1, 0.3, 0.2], [-0.1, -0.3, 0.2], [0.0, -0.3, -0.2], [0.2, 0.1, -0.1], [-0.3, -0.3, 0.1], [0.2, 0.1, 0.2], [-0.2, 0.1, -0.1], [0.1, 0.2, 0.4], [0.3, -0.3, -0.2], [0.0, 0.4, 0.0], [0.7, -0.5, 0.5], [-0.3, 0.1, -0.3], [-0.3, 0.0, -0.2], [-0.2, -0.1, 0.0], [0.0, 0.0, 0.0], [-0.1, 0.0, -0.2], [-0.2, 0.1, 0.1], [0.0, 0.0, 0.0], [-0.4, 0.0, 0.0], [0.3, 0.2, -0.1], [-0.1, -0.2, -0.1], [-0.2, 0.4, -0.2], [0.2, -0.1, 0.0], [0.0, -0.2, 0.2], [0.2, 0.1, 0.1], [0.0, 0.1, 0.0], [0.2, -0.1, -0.1], [0.0, -0.1, 0.2], [0.0, 0.0, 0.0]], "homo_energy_ev": -12.387, "e_lumo_ev": -3.0, "total_charge": 1, "fmax_ev_per_a": 1.01, "homo_lumo_gap_ev": 9.413}